Density functional theory data (ωB97M-V/def2-TZVPD) for a molecular structure, C26H40GeIN3O4Ti in a non-equilibrium geometry.

```
76
Properties=species:S:1:pos:R:3:forces:R:3
C 4.8614 2.1609 -0.7937 0.0 0.0 0.0
C 3.7551 2.1437 0.0422 0.0 0.0 0.1
H 5.7294 2.7539 -0.5355 0.0 0.0 0.0
H 1.7802 1.3907 0.3731 0.0 0.1 0.1
H -1.0176 3.5061 2.4012 0.0 0.0 0.0
H 0.7079 3.0996 2.4672 0.0 0.0 0.0
H 0.0316 3.5700 -0.1065 0.0 0.0 0.0
H -1.7155 1.8980 5.0580 0.0 0.0 0.0
O -0.7796 0.9202 1.9562 0.1 -0.1 0.1
H -2.1038 1.4071 -3.1336 0.0 0.0 0.0
H 5.6864 1.4474 -2.6412 0.0 0.0 0.0
O -1.6901 -1.0325 0.3784 -0.4 -0.2 0.6
H 0.7053 1.2638 4.9246 0.0 0.0 0.0
H -1.3083 2.9378 -3.5488 0.0 0.0 0.0
Ge -2.3212 0.7683 1.0043 -0.1 0.2 -0.2
H -2.1735 0.4188 4.2039 0.0 0.0 0.0
C 2.8237 -2.5952 -0.0285 0.4 0.6 -0.2
C -0.7464 -1.2683 -2.1987 0.6 0.1 0.5
I 1.8418 -5.0646 1.3373 -0.2 -0.2 0.1
N 1.5625 -0.9478 -2.7814 -0.1 0.3 0.2
C -3.5619 -2.4317 0.9805 0.0 0.0 0.0
H -3.8588 -3.4065 1.3705 0.0 0.0 0.0
H -1.4812 -4.3507 0.8669 0.0 0.0 0.0
H -0.3362 1.5046 -3.1749 0.0 0.0 0.0
H -2.8818 -1.4662 -1.9989 0.0 0.0 0.0
H -3.9206 -2.3475 -0.0452 0.0 0.0 0.0
H -2.5275 3.4800 -0.0539 0.0 0.1 0.0
C 0.5407 0.8403 3.9320 0.1 0.0 0.0
H 0.8678 2.9719 -1.5541 0.0 0.0 0.0
H 2.3924 -0.7132 2.6412 0.1 0.1 -0.1
Ti -0.1098 -0.3043 -0.4433 -0.8 0.2 -3.2
O 1.0906 -1.1667 0.6525 1.7 -1.3 2.0
C -0.6036 1.5556 3.2305 -0.1 0.2 0.0
C -1.4040 -3.4463 0.2584 0.0 0.0 0.0
H 3.7570 -1.6898 2.2230 0.1 0.1 0.0
N 2.9082 -1.2271 1.9411 0.2 -0.2 0.5
H -2.6982 1.9987 3.5954 0.0 0.0 0.0
C -1.5489 -2.2787 2.4617 0.1 0.1 -0.1
H 1.0820 -2.6327 -4.7470 -0.1 0.0 0.0
H -0.3487 -3.2417 0.0592 0.0 0.0 0.0
C 0.3518 -1.5551 -3.0349 -0.3 0.0 0.0
C -0.0654 3.3913 -1.1798 0.1 -0.1 0.1
C 2.6452 1.3817 -0.2869 -0.1 -0.1 0.0
C 3.7323 0.6528 -2.3035 0.0 0.0 0.0
H 3.8589 -2.8933 0.0733 -0.1 0.0 0.1
C -2.0070 -1.7185 -2.5885 0.0 -0.1 0.0
C -2.5414 3.1404 -1.0937 0.0 -0.2 0.2
C 2.2613 -1.6299 0.8606 -0.4 -0.3 -0.4
C -2.1623 -2.4954 -3.7257 0.1 0.1 0.0
H -0.1551 3.5543 3.9474 0.0 0.0 0.0
C -1.2471 2.0474 -2.9211 0.0 -0.1 0.0
C -1.0432 -2.8591 -4.4857 0.0 0.0 0.0
C -1.2315 2.4631 -1.4624 -0.1 0.1 -0.2
C -0.2433 3.0200 2.9993 0.0 0.0 0.0
H -4.0428 -1.6603 1.5853 0.0 0.0 0.0
H -3.1491 -2.8281 -4.0232 0.0 0.0 0.0
H 2.3264 -2.7808 -0.9699 -0.1 -0.1 0.1
C 0.2092 -2.3931 -4.1502 0.1 0.0 -0.1
H -1.9992 -1.4559 3.0174 0.0 0.0 0.0
H 1.4613 0.9746 3.3541 0.0 0.0 0.0
C -2.0477 -2.2957 1.0219 -0.1 0.0 0.1
C -1.8745 1.4614 4.0721 0.0 -0.1 -0.1
H 0.3186 -0.2249 4.0379 0.0 0.0 0.0
H -1.1662 -3.4919 -5.3556 0.0 0.0 0.0
N 1.4670 -0.1498 -1.7406 0.2 -0.1 -0.4
C 2.6272 0.6207 -1.4559 0.1 -0.1 0.1
H -0.4641 -2.1609 2.4875 0.0 0.0 0.0
H 3.7023 0.0754 -3.2154 0.0 0.0 0.0
H -3.3823 2.4573 -1.2263 0.0 0.0 0.0
H -0.2357 4.3469 -1.6761 0.0 0.0 0.0
H -1.8963 -3.6262 -0.6959 0.0 0.0 0.0
H -2.6994 4.0080 -1.7327 0.0 0.0 0.0
C 4.8371 1.4211 -1.9699 0.0 0.0 0.0
H 3.7557 2.7348 0.9505 0.0 0.0 0.0
O -1.0715 1.2549 -0.6449 -0.9 1.0 0.5
H -1.8157 -3.2127 2.9575 0.0 0.0 0.0
```
Positions in Å, forces in eV/Å.

Its total charge is +1. The value obtained for the energy is -127998.84965 eV. The spin multiplicity is 4. As for the HOMO energy (spin up / spin down): -0.3386 / -0.3896 Eh.

Mulliken atomic charge list, values in e, 4 entries: -0.73 -1.12 0.44 0.65